ORCA calculation (ωB97M-V/def2-TZVPD) on a structure of composition CH4CsO.

```
7
Properties=species:S:1:pos:R:3:forces:R:3
Cs 1.7452 -2.3724 0.9343 -0.005 -0.060 0.190
C -0.3046 0.7338 -0.0242 0.468 0.176 0.442
O -0.5829 -0.6684 -0.0882 0.329 -0.232 0.070
H -0.5933 1.2590 -0.9302 -0.088 -0.015 -0.032
H -0.8250 1.1466 0.8361 -0.280 -0.113 -0.131
H 0.7617 0.9048 0.1779 -0.019 0.062 -0.236
H -0.2011 -1.0034 -0.9056 -0.406 0.182 -0.304
```
Forces are in eV/Å.

## Properties
E_tot ... -3691.4167 eV
HOMO level ... -14.79 eV
Frontier orbital gap ... 10.8 eV
Net charge ... +1

Atom charges from the Mulliken analysis, given in e for atoms 1 to 6: number 1, Cs, carries 1.017; number 2, C, carries -0.516; number 3, O, carries -0.562; number 4, H, carries 0.261; number 5, H, carries 0.237; number 6, H, carries 0.239



ORCA calculation (ωB97M-V/def2-TZVPD) on a structure of composition C24H29ClFN3NbO6 at a distorted geometry.

```
65
Properties=species:S:1:pos:R:3:forces:R:3
C -5.2350 1.8516 3.6061 0.007 0.246 -0.514
C -4.4980 1.6067 2.4214 0.037 -0.118 0.318
C -3.0081 1.4395 2.4823 -1.092 -1.533 0.004
Nb -1.9279 1.9556 0.6026 2.164 0.906 -0.621
F -0.9151 2.3907 -0.9871 -0.173 -0.130 0.564
C -0.0189 2.0108 1.9198 -0.324 -0.855 0.348
Cl 0.5291 3.7043 2.2304 0.014 0.066 -0.063
C 1.0899 1.1679 1.2766 -0.420 -0.094 -0.051
C 1.0167 -0.2911 1.7274 0.544 0.131 -0.421
H -5.4108 2.8693 3.9403 -1.929 0.073 -0.860
H -5.5820 1.0373 4.2310 1.850 -0.062 1.195
H -4.9810 1.5446 1.4470 0.254 1.680 -0.231
H -2.6729 2.0999 3.2794 0.226 -0.235 0.257
H -2.7604 0.3924 2.7456 0.556 0.036 -0.180
H -2.2258 3.7709 0.7792 -0.825 -0.097 -0.331
H -3.4981 1.9091 -0.3634 -0.225 -0.179 0.307
H -1.6665 0.1741 0.1399 -0.653 -0.166 -0.314
H -0.2332 1.5761 2.8966 0.128 0.246 0.217
H 2.0849 1.5552 1.5057 0.008 0.195 -0.057
H 0.9459 1.1762 0.1944 0.340 0.153 -0.122
H 1.4597 -0.4390 2.7122 -0.247 0.038 0.188
H 1.6219 -0.8723 1.0260 -0.005 -0.198 0.017
H 0.0072 -0.6798 1.6793 -0.144 -0.011 0.154
C -1.8174 4.3390 -3.7513 0.004 0.033 -0.032
C -3.1162 4.3909 -3.2640 0.064 -0.118 -0.001
C -3.8686 5.5450 -3.4069 -0.078 -0.088 0.032
C -3.3003 6.6310 -4.0488 0.015 -0.025 0.002
C -2.0065 6.6043 -4.5374 0.131 0.021 -0.061
C -1.2635 5.4458 -4.3822 -0.049 -0.060 0.018
N -4.0991 7.8544 -4.2281 -0.051 0.086 0.000
O -5.2291 7.8694 -3.7781 0.116 -0.003 -0.055
O -3.5873 8.7868 -4.8238 -0.051 -0.092 0.065
H -1.2398 3.4328 -3.6296 0.016 0.012 0.080
H -3.5305 3.5230 -2.7686 -0.022 0.056 0.096
H -4.8776 5.5978 -3.0276 -0.009 0.073 -0.014
H -1.5894 7.4705 -5.0277 -0.070 0.048 0.008
H -0.2492 5.4062 -4.7558 0.009 0.013 0.006
C 0.4967 -5.6508 -1.3687 -0.042 0.014 0.012
C 1.1375 -4.7313 -0.5495 -0.094 -0.016 -0.020
C 0.4128 -4.0140 0.3880 0.178 0.055 0.004
C -0.9469 -4.2336 0.4873 -0.009 0.003 -0.013
C -1.6085 -5.1355 -0.3227 -0.086 -0.108 -0.070
C -0.8739 -5.8491 -1.2574 0.082 0.024 0.015
N -1.7080 -3.4745 1.4989 0.018 0.107 -0.034
O -1.0810 -2.6882 2.1785 -0.241 -0.185 0.091
O -2.9022 -3.6840 1.5863 0.133 -0.006 0.010
H 1.0679 -6.2131 -2.0957 0.008 -0.003 -0.001
H 2.2020 -4.5741 -0.6383 0.005 -0.012 -0.033
H 0.8947 -3.2920 1.0304 -0.079 0.037 0.032
H -2.6740 -5.2779 -0.2242 -0.011 0.064 0.063
H -1.3736 -6.5620 -1.8993 -0.011 0.001 -0.003
C 6.9150 -1.9637 1.3974 -0.007 -0.024 -0.004
C 6.4736 -2.2538 0.1134 0.025 -0.002 0.070
C 5.7381 -3.4032 -0.1256 0.007 0.075 -0.124
C 5.4562 -4.2410 0.9370 -0.004 0.019 0.000
C 5.8899 -3.9756 2.2222 0.031 0.007 0.147
C 6.6268 -2.8246 2.4482 0.013 0.032 -0.068
N 4.6498 -5.4512 0.6946 -0.099 -0.061 0.010
O 4.2888 -5.6693 -0.4483 0.127 -0.023 0.112
O 4.3797 -6.1527 1.6485 0.069 0.052 -0.126
H 7.4830 -1.0614 1.5805 -0.001 0.008 0.002
H 6.6976 -1.5818 -0.7034 -0.011 0.004 -0.008
H 5.3864 -3.6402 -1.1182 -0.048 -0.062 0.024
H 5.6531 -4.6512 3.0298 -0.058 -0.046 -0.045
H 6.9715 -2.5971 3.4473 -0.009 -0.001 0.010
```
Forces are in eV/Å.

## Properties
E_tot ... -58889.0522 eV
HOMO level ... -3.52 eV
Frontier orbital gap ... 4.1 eV
Net charge ... -1

Atom charges from the Mulliken analysis, given in e for atoms 1 to 6: number 1, C, carries -0.813; number 2, C, carries -0.138; number 3, C, carries -0.639; number 4, Nb, carries -0.333; number 5, F, carries -0.526; number 6, C, carries -0.517



ORCA calculation (ωB97M-V/def2-TZVPD) on a cluster of 2 separate species, C13H28BF7N3O3P in total at a distorted geometry.

```
56
Properties=species:S:1:pos:R:3:forces:R:3
C 4.1936 -1.1936 2.3856 0.320 -0.502 -0.192
C 3.8717 -2.1946 1.2717 -0.372 0.490 0.241
C 2.5540 -1.9495 0.5166 0.393 0.266 0.261
O 1.9216 -0.7190 0.8635 -0.190 -0.100 0.016
C 0.6368 -0.6090 0.2205 0.297 0.035 0.838
P -0.6756 -0.8828 1.6139 0.310 0.000 -0.717
C -2.0422 -0.1974 0.5457 -0.252 -0.277 -0.182
C -2.0223 -0.7184 -0.8560 -0.247 -0.342 -0.369
N -2.8997 -1.5558 -1.2310 0.028 0.121 0.192
B 0.3169 0.4151 2.6948 0.307 0.315 0.405
N 1.1521 0.0880 3.8399 -0.088 -0.086 -0.308
O 0.2153 1.7198 2.3000 -0.119 -0.206 0.190
C -1.9591 -1.2816 3.0464 -0.352 -0.327 0.001
F -2.6906 -0.1461 3.3214 0.046 0.136 -0.025
F -1.2823 -1.5629 4.1919 0.093 -0.007 -0.024
C -2.9512 -2.4640 2.7837 0.166 -0.040 0.788
F -2.8492 -2.8868 1.5052 -0.106 0.093 0.097
F -2.6347 -3.5127 3.5892 -0.009 0.207 -0.308
C -4.4310 -2.1386 3.0881 -0.505 -0.386 0.093
F -4.5630 -1.7131 4.3653 -0.046 -0.324 -0.978
F -5.1607 -3.2708 2.9312 0.322 0.853 0.182
F -4.9125 -1.2114 2.2449 0.102 -0.352 0.466
H 4.7774 -1.7000 3.1452 0.207 -0.034 0.189
H 3.3080 -0.8196 2.8644 -0.313 0.184 0.090
H 4.8053 -0.3908 1.9970 -0.073 0.417 0.014
H 3.8273 -3.1846 1.7073 0.020 -0.287 -0.025
H 4.6842 -2.1780 0.5589 0.257 -0.167 -0.174
H 2.7680 -1.9152 -0.5493 -0.141 -0.154 -0.319
H 1.8777 -2.7720 0.7238 -0.272 -0.199 -0.095
H 0.5752 -1.3571 -0.5625 -0.212 0.013 -0.367
H 0.5512 0.3967 -0.1824 0.050 0.109 -0.336
H -0.2917 -2.2489 1.6569 -0.032 0.060 0.248
H -3.0222 -0.4327 0.9373 -0.125 0.004 0.229
H -1.9737 0.8875 0.4961 0.239 0.242 0.141
H -1.2741 -0.3513 -1.5522 0.258 0.234 0.091
H -2.7438 -1.7808 -2.2093 -0.060 -0.110 -0.156
H 0.6990 0.4579 4.6690 -0.058 -0.231 0.262
H 2.0284 0.5903 3.7705 0.157 0.175 0.026
H -0.5515 1.8782 1.7474 -0.015 0.180 -0.422
C -0.4865 3.0026 -2.4775 0.009 0.048 0.075
C 0.7402 2.1554 -2.8017 -0.207 0.030 -0.052
C 1.5341 2.6425 -4.0205 0.177 -0.037 0.063
O 0.9423 2.3453 -5.2680 -0.071 0.059 -0.002
C -0.0672 3.2422 -5.6932 0.010 -0.120 -0.090
N 0.3274 0.7542 -2.9358 0.137 -0.018 -0.162
H -1.3164 2.7957 -3.1527 0.020 -0.016 -0.052
H -0.8346 2.7863 -1.4666 -0.006 -0.038 0.001
H -0.2576 4.0680 -2.5315 -0.005 0.004 -0.004
H 1.4158 2.2195 -1.9433 0.078 -0.009 -0.025
H 2.4955 2.1230 -4.0265 -0.010 -0.025 -0.033
H 1.7483 3.7167 -3.9469 -0.074 0.022 0.040
H 0.1507 4.2674 -5.3811 -0.012 0.012 0.040
H -1.0504 2.9478 -5.3183 -0.018 0.093 0.042
H -0.0983 3.2083 -6.7814 0.036 -0.013 0.001
H 1.1542 0.1702 -3.0272 -0.007 -0.020 0.093
H -0.1474 0.6583 -3.8304 -0.040 0.026 0.003
```
Forces are in eV/Å.

## Properties
E_tot ... -53534.3326 eV
HOMO level ... -8.20 eV
Frontier orbital gap ... 8.6 eV
Structure (SMILES) ... [H]/N=C/C[PH](COCCC)(B(N)O)C(F)(F)C(F)(F)C(F)(F)F.COC[C@@H](C)N

Atom charges from the Mulliken analysis, given in e for atoms 1 to 6: number 1, C, carries -0.671; number 2, C, carries -0.652; number 3, C, carries -0.326; number 4, O, carries -0.314; number 5, C, carries -1.174; number 6, P, carries 0.747



ORCA calculation (ωB97M-V/def2-TZVPD) on an isolated molecule of Br2ClP at a distorted geometry.

```
4
Properties=species:S:1:pos:R:3:forces:R:3
P -0.2497 0.7824 -0.0150 2.882 -0.036 0.873
Cl -0.6701 -0.2762 1.6392 0.101 0.075 0.514
Br 2.3704 -0.2033 -0.2872 -2.251 0.757 0.078
Br -1.4506 -0.3029 -1.3370 -0.732 -0.795 -1.465
```
Forces are in eV/Å.

## Properties
E_tot ... -161896.7946 eV
HOMO level ... -9.89 eV
Frontier orbital gap ... 7.8 eV
Structure (SMILES) ... ClP(Br)Br

And the Mulliken charges, in e, turn out to be: number 1, P, carries 0.391; number 2, Cl, carries -0.087; number 3, Br, carries -0.309; number 4, Br, carries 0.005



ORCA calculation (ωB97M-V/def2-TZVPD) on a cluster of 2 separate species, C4H6N2 in total at a distorted geometry.

```
12
Properties=species:S:1:pos:R:3:forces:R:3
C -6.2983 -2.3429 2.5128 -0.550 -0.305 0.215
C -7.6971 -1.9170 2.6602 -1.136 0.645 -0.259
N -8.7972 -1.5590 2.7430 1.453 -0.505 -0.072
H -5.6273 -1.4948 2.3766 -0.088 -0.067 0.137
H -6.2106 -3.0154 1.6595 -0.003 0.074 0.009
H -6.0624 -2.9058 3.4159 0.357 0.101 -0.056
C -6.9513 1.6486 2.9645 0.061 -0.043 -0.568
C -7.8534 1.5289 4.0895 0.766 0.035 -0.299
N -8.5485 1.4596 4.9885 -0.691 -0.068 0.834
H -5.9472 1.9752 3.2350 -0.191 0.116 0.250
H -7.3946 2.3671 2.2750 0.193 -0.049 -0.147
H -6.8529 0.6861 2.4626 -0.171 0.066 -0.044
```
Forces are in eV/Å.

## Properties
E_tot ... -7224.6455 eV
HOMO level ... -11.61 eV
Frontier orbital gap ... 12.1 eV
Structure (SMILES) ... CC#N.CC#N

Atom charges from the Mulliken analysis, given in e for atoms 1 to 6: number 1, C, carries -0.701; number 2, C, carries 0.293; number 3, N, carries -0.365; number 4, H, carries 0.282; number 5, H, carries 0.271; number 6, H, carries 0.256



ORCA calculation (ωB97M-V/def2-TZVPD) on an isolated molecule of C6H12 at a distorted geometry.

```
18
Properties=species:S:1:pos:R:3:forces:R:3
C -2.9182 -0.0551 0.1557 -0.239 -0.688 -0.937
C -1.5412 0.0167 -0.4764 -0.557 -0.481 -0.514
C -0.4235 -0.1938 0.2019 -0.223 0.340 0.432
C 0.9446 -0.0386 -0.3441 0.363 1.220 -0.919
C 1.8517 -1.1966 0.0274 1.090 0.588 0.382
C 1.5351 1.3170 0.1186 1.218 -0.264 0.532
H -3.5033 0.8464 -0.0743 0.056 -0.290 0.051
H -3.4901 -0.9599 -0.2190 0.550 1.058 0.282
H -2.8401 -0.1587 1.2307 0.043 0.049 0.231
H -1.4765 0.1541 -1.5847 -0.120 0.036 1.001
H -0.4596 -0.3528 1.2932 -0.128 -0.020 -0.427
H 0.9040 0.1210 -1.4456 -0.157 -0.663 0.449
H 1.5462 -2.1164 -0.4330 -0.199 -0.481 -0.284
H 1.8151 -1.3411 1.1179 0.116 -0.006 -0.220
H 2.9208 -0.9935 -0.2528 -0.947 -0.185 0.214
H 1.5088 1.4363 1.2331 0.249 -0.225 -0.827
H 1.0238 2.1931 -0.2896 -0.106 -0.305 -0.118
H 2.6026 1.3218 -0.2591 -1.008 0.315 0.672
```
Forces are in eV/Å.

## Properties
E_tot ... -6416.0126 eV
HOMO level ... -9.16 eV
Frontier orbital gap ... 10.4 eV
Structure (SMILES) ... C/C=C/C(C)C

Atom charges from the Mulliken analysis, given in e for atoms 1 to 6: number 1, C, carries -1.104; number 2, C, carries 0.014; number 3, C, carries -0.412; number 4, C, carries 0.735; number 5, C, carries -1.423; number 6, C, carries -1.300